109
Properties=species:S:1:pos:R:3:lowdin_charge:R:1 method="wB97M-V/def2-TZVPD" total_charge=-1 homo_energy_ev=-5.0 e_lumo_ev=2.065 gap_ha=0.2584
C -1.43 -0.69 2.12 0.088
C -0.53 -0.73 1.28 -0.164
C 0.52 -0.78 0.28 -0.213
P 0.02 -0.28 -1.56 0.723
C -0.62 0.31 -3.30 -0.198
C 0.22 1.34 -4.05 -0.250
C -0.55 2.43 -4.80 -0.774
F -1.88 2.40 -4.67 0.022
Br 0.00 4.22 -4.12 0.741
C -0.27 2.42 -6.32 -0.989
F -0.59 1.23 -6.77 0.103
F -1.02 3.30 -6.94 0.056
Br 1.57 2.82 -6.76 0.855
C 1.80 -0.64 -2.27 -0.655
Cl 1.78 -1.58 -3.82 0.595
C 2.87 -1.11 -1.24 -0.687
C 3.54 0.07 -0.55 -0.147
Cl 4.31 -1.89 -2.13 0.495
N -0.71 -1.88 -1.94 -0.190
C -0.04 -3.10 -1.56 -0.124
C -2.11 -2.01 -1.78 -0.516
C -2.70 -2.41 -0.43 -0.032
O -2.89 -1.91 -2.70 0.053
O 0.74 1.28 -1.17 -0.335
C -0.12 2.18 -0.52 -0.184
C -1.57 1.69 -0.83 -0.385
C -2.67 2.19 0.13 -0.166
C -3.70 3.04 -0.59 -0.257
C -4.51 2.33 -1.68 -0.525
S -4.72 0.55 -1.34 0.755
O -1.50 0.33 -0.95 -0.279
H -2.18 -0.61 2.84 0.002
H 0.93 -1.78 0.37 0.035
H 1.27 -0.10 0.65 0.075
H -1.67 0.55 -3.27 0.076
H -0.63 -0.58 -3.90 0.047
H 0.78 0.82 -4.82 0.063
H 0.98 1.85 -3.47 0.070
H 2.14 0.33 -2.56 0.049
H 2.61 -1.90 -0.56 0.039
H 4.15 -0.29 0.28 0.067
H 2.84 0.84 -0.25 0.067
H 4.20 0.51 -1.28 0.058
H -0.56 -3.72 -0.83 0.081
H 0.06 -3.75 -2.44 0.076
H 0.97 -2.99 -1.18 0.059
H -3.27 -1.60 0.00 0.042
H -3.30 -3.30 -0.57 0.073
H -1.90 -2.70 0.25 0.048
H 0.05 3.12 -1.05 0.101
H 0.14 2.42 0.51 0.106
H -1.80 2.22 -1.77 0.121
H -3.12 1.37 0.67 0.089
H -2.20 2.86 0.84 0.089
H -3.23 3.92 -1.04 0.113
H -4.40 3.39 0.16 0.101
H -5.49 2.78 -1.73 0.052
H -4.07 2.45 -2.67 0.057
H -5.26 0.09 -2.48 -0.134
C -1.83 5.38 4.81 -0.063
C -2.56 4.18 4.26 -0.312
O -2.16 4.16 2.90 0.119
C -0.92 4.73 2.85 -0.535
O -0.18 4.64 1.93 0.197
O -0.65 5.40 4.01 0.070
F -3.91 4.34 4.33 0.070
H -2.39 6.30 4.65 0.142
H -1.59 5.28 5.86 0.137
H -2.29 3.23 4.73 0.176
C 3.96 -1.36 4.51 -0.055
C 4.89 -2.32 3.80 -0.308
O 4.00 -3.07 3.00 0.127
C 2.94 -2.25 2.72 -0.537
O 2.14 -2.46 1.87 0.168
O 2.93 -1.17 3.54 0.086
F 5.51 -3.16 4.68 0.068
H 3.54 -1.79 5.42 0.119
H 4.45 -0.42 4.76 0.140
H 5.64 -1.84 3.17 0.172
C 4.73 3.34 -5.68 -0.099
C 5.86 3.78 -6.57 -0.314
O 6.43 4.85 -5.84 0.127
C 6.18 4.61 -4.52 -0.547
O 6.73 5.16 -3.62 0.181
O 5.24 3.65 -4.38 0.082
F 5.42 4.24 -7.77 0.068
H 3.82 3.92 -5.86 0.072
H 4.50 2.29 -5.77 0.131
H 6.63 3.01 -6.74 0.172
C 0.37 -5.10 5.69 -0.036
C 1.42 -4.63 4.71 -0.304
O 2.06 -3.58 5.43 0.107
C 1.94 -3.88 6.76 -0.547
O 2.58 -3.37 7.61 0.175
O 1.01 -4.84 6.95 0.076
F 0.86 -4.12 3.60 0.103
H -0.55 -4.51 5.62 0.142
H 0.12 -6.15 5.58 0.141
H 2.15 -5.39 4.44 0.179
C -5.56 -4.97 1.86 -0.056
C -5.60 -3.48 2.05 -0.308
O -4.74 -3.28 3.15 0.131
C -3.82 -4.30 3.13 -0.545
O -2.81 -4.32 3.75 0.173
O -4.24 -5.29 2.29 0.068
F -6.85 -3.05 2.39 0.070
H -6.29 -5.48 2.50 0.141
H -5.72 -5.28 0.83 0.140
H -5.24 -2.91 1.19 0.163

***

126
Properties=species:S:1:pos:R:3:lowdin_charge:R:1 method="wB97M-V/def2-TZVPD" homo_energy_ev=-9.7 e_lumo_ev=-1.597 gap_ha=0.2977
C 0.79 0.79 2.02 -0.165
C 0.30 -0.38 0.99 -0.199
C -0.60 0.20 -0.30 -0.270
C 0.09 1.48 -1.05 -0.192
C -2.19 0.38 0.07 -0.023
C -3.02 1.56 0.45 -0.359
S -2.41 3.32 0.64 0.715
C -4.52 0.92 0.61 -0.228
O -5.55 1.78 0.59 0.001
O -4.46 -0.54 0.71 -0.030
C -3.20 -0.93 0.01 -0.212
O -3.02 -2.12 -0.57 0.008
H -0.07 1.57 2.13 0.070
H 1.06 0.24 3.05 0.066
H 1.79 1.24 1.61 0.039
H 1.29 -0.81 0.47 0.118
H -0.20 -1.32 1.51 0.097
H -0.56 -0.70 -1.09 0.149
H -0.45 1.60 -2.09 0.105
H 1.23 1.20 -1.30 0.053
H 0.14 2.46 -0.42 -0.135
H -1.94 3.46 1.97 -0.075
Br 2.45 2.66 4.50 0.638
C 3.28 1.54 5.86 -0.734
C 4.56 0.92 5.35 -0.712
Br 4.20 -0.57 4.15 0.599
H 2.53 0.80 6.16 0.031
H 3.48 2.21 6.70 0.024
H 5.13 0.49 6.18 -0.091
H 5.19 1.62 4.81 0.057
Br 2.90 0.72 9.18 0.685
C 3.70 -1.06 9.30 -0.674
C 5.17 -0.97 9.62 -0.648
Br 6.21 -0.47 8.04 0.738
H 3.49 -1.57 8.36 0.008
H 3.16 -1.56 10.11 0.068
H 5.56 -1.95 9.91 0.045
H 5.41 -0.25 10.40 0.059
Br -3.58 -3.25 -4.99 0.603
C -4.63 -3.52 -3.37 -0.691
C -5.02 -4.97 -3.20 -0.693
Br -6.49 -5.45 -4.39 0.590
H -5.49 -2.84 -3.43 0.057
H -3.98 -3.19 -2.55 0.028
H -5.40 -5.15 -2.19 0.055
H -4.20 -5.66 -3.40 0.054
Br 4.17 1.23 -0.67 0.628
C 4.32 3.16 -0.86 -0.675
C 3.53 3.88 0.21 -0.634
Br 1.62 3.86 -0.18 0.763
H 3.99 3.41 -1.88 -0.036
H 5.39 3.38 -0.77 0.065
H 3.80 4.94 0.24 0.061
H 3.66 3.45 1.21 0.043
Br -4.38 6.48 1.66 0.585
C -5.74 5.16 1.21 -0.719
C -7.13 5.72 1.39 -0.693
Br -7.63 5.78 3.28 0.593
H -5.55 4.27 1.82 0.038
H -5.56 4.91 0.16 0.057
H -7.88 5.07 0.92 0.059
H -7.25 6.73 1.00 0.052
Br -8.48 -1.53 4.03 0.627
C -7.11 -2.13 2.78 -0.686
C -7.67 -3.11 1.78 -0.686
Br -7.90 -4.88 2.57 0.594
H -6.29 -2.54 3.38 0.033
H -6.77 -1.22 2.28 0.048
H -6.97 -3.26 0.95 0.053
H -8.64 -2.81 1.37 0.055
Br 3.36 -4.26 7.28 0.630
C 5.28 -3.89 7.32 -0.702
C 6.07 -5.11 7.72 -0.681
Br 5.96 -5.42 9.64 0.602
H 5.42 -3.04 7.99 -0.036
H 5.52 -3.58 6.29 0.062
H 7.13 -4.97 7.51 0.061
H 5.73 -6.03 7.23 0.055
Br -2.93 -2.12 3.24 0.676
C -3.23 -4.04 3.19 -0.667
C -3.29 -4.63 4.58 -0.694
Br -1.51 -4.79 5.36 0.603
H -2.43 -4.47 2.57 0.059
H -4.18 -4.17 2.67 0.050
H -3.68 -5.65 4.55 0.062
H -3.89 -4.03 5.27 0.052
Br -7.87 -3.58 7.07 0.564
C -9.81 -3.49 6.88 -0.714
C -10.50 -4.45 7.81 -0.698
Br -10.39 -6.28 7.15 0.594
H -10.03 -3.67 5.82 0.032
H -10.07 -2.45 7.13 0.059
H -11.57 -4.23 7.87 0.058
H -10.08 -4.45 8.82 0.052
Br -5.99 -1.68 -8.13 0.585
C -5.76 -3.13 -9.42 -0.695
C -4.76 -4.15 -8.92 -0.695
Br -2.93 -3.49 -9.13 0.585
H -5.48 -2.67 -10.37 0.052
H -6.75 -3.58 -9.51 0.057
H -4.80 -5.06 -9.52 0.058
H -4.89 -4.40 -7.87 0.030
Br 3.01 4.09 -4.29 0.645
C 3.24 2.64 -5.58 -0.669
C 4.24 1.62 -5.08 -0.675
Br 6.07 2.28 -5.29 0.602
H 3.52 3.10 -6.53 0.030
H 2.25 2.19 -5.67 0.062
H 4.20 0.71 -5.68 0.063
H 4.11 1.37 -4.03 0.030
Br 8.09 2.29 -8.94 0.577
C 8.24 4.22 -9.13 -0.801
C 7.45 4.94 -8.06 -0.690
Br 5.54 4.92 -8.45 0.601
H 7.91 4.47 -10.15 0.028
H 9.30 4.44 -9.04 -0.021
H 7.72 6.00 -8.03 0.050
H 7.58 4.51 -7.06 0.032
Br 10.02 6.56 -10.37 0.705
C 11.40 5.97 -11.62 -0.666
C 10.84 4.98 -12.62 -0.681
Br 10.61 3.22 -11.83 0.635
H 12.22 5.56 -11.02 0.057
H 11.74 6.88 -12.12 0.059
H 11.54 4.83 -13.45 0.058
H 9.87 5.28 -13.03 0.057

***

104
Properties=species:S:1:pos:R:3:lowdin_charge:R:1 method="wB97M-V/def2-TZVPD" total_charge=-1 s_squared=0.7532 homo_energy_ev="-4.3 / -4.6" e_lumo_ev="2.458 / 2.455" multiplicity=2 gap_ha="0.2494 / 0.2586"
Cu -0.56 -0.28 -1.50 0.589
C 0.23 -2.58 -3.57 -0.087
N -0.93 -2.36 -2.72 -0.277
C -2.14 -2.25 -3.51 -0.091
C -1.04 -3.38 -1.69 -0.186
C -0.25 -3.02 -0.45 -0.150
N -0.66 -1.72 0.10 -0.188
C 0.25 -1.26 1.15 -0.116
C 1.72 -1.21 0.83 -0.133
C 2.58 -1.41 1.90 -0.003
C 3.95 -1.28 1.77 -0.189
C 4.43 -0.99 0.50 -0.011
C 3.62 -0.83 -0.62 -0.071
C 2.20 -0.89 -0.46 -0.290
O 1.40 -0.68 -1.46 -0.165
C 4.33 -0.51 -1.96 -0.521
C 4.75 0.96 -1.96 -0.040
C 3.49 -0.76 -3.22 -0.057
C 5.58 -1.38 -2.12 -0.068
C 4.94 -1.45 2.93 -0.564
C 5.92 -2.59 2.62 -0.056
C 5.73 -0.15 3.13 -0.055
C 4.23 -1.78 4.24 -0.078
C -2.02 -1.81 0.66 -0.134
C -2.60 -0.50 1.08 -0.152
C -2.93 -0.25 2.40 -0.003
C -3.59 0.91 2.77 -0.187
C -3.93 1.79 1.74 0.006
C -3.61 1.59 0.40 -0.081
C -2.89 0.42 0.04 -0.289
O -2.52 0.14 -1.19 -0.161
C -3.99 2.63 -0.65 -0.533
C -4.76 1.96 -1.81 -0.046
C -2.70 3.27 -1.18 -0.030
C -4.89 3.74 -0.10 -0.079
C -3.95 1.26 4.21 -0.564
C -3.27 2.58 4.61 -0.054
C -5.47 1.41 4.36 -0.056
C -3.49 0.18 5.20 -0.079
H 0.12 -3.49 -4.17 0.088
H 1.13 -2.65 -2.95 0.067
H 0.37 -1.72 -4.23 0.093
H -2.40 -3.20 -4.00 0.086
H -2.00 -1.50 -4.29 0.078
H -2.97 -1.92 -2.88 0.083
H -0.69 -4.36 -2.07 0.125
H -2.09 -3.51 -1.44 0.106
H 0.81 -2.96 -0.68 0.116
H -0.38 -3.81 0.31 0.133
H 0.11 -1.90 2.04 0.126
H -0.11 -0.26 1.44 0.140
H 2.14 -1.66 2.86 0.101
H 5.50 -0.87 0.37 0.092
H 3.87 1.61 -1.88 0.075
H 5.27 1.21 -2.88 0.081
H 5.40 1.19 -1.11 0.079
H 2.61 -0.13 -3.27 0.060
H 3.15 -1.80 -3.27 0.077
H 4.12 -0.58 -4.09 0.081
H 6.34 -1.19 -1.36 0.063
H 6.04 -1.18 -3.09 0.077
H 5.32 -2.44 -2.08 0.089
H 6.48 -2.40 1.71 0.074
H 5.38 -3.53 2.49 0.087
H 6.63 -2.71 3.44 0.077
H 6.28 0.12 2.23 0.074
H 6.45 -0.26 3.95 0.078
H 5.05 0.68 3.36 0.088
H 3.67 -2.72 4.17 0.083
H 3.54 -0.99 4.54 0.084
H 4.97 -1.90 5.04 0.079
H -2.00 -2.50 1.52 0.126
H -2.67 -2.24 -0.10 0.117
H -2.66 -1.00 3.14 0.102
H -4.47 2.69 2.01 0.087
H -4.15 1.20 -2.29 0.061
H -5.04 2.72 -2.54 0.078
H -5.67 1.48 -1.44 0.086
H -2.02 2.50 -1.56 0.053
H -2.20 3.82 -0.39 0.089
H -2.93 3.96 -2.00 0.087
H -5.80 3.34 0.35 0.082
H -5.18 4.40 -0.92 0.079
H -4.37 4.35 0.64 0.078
H -3.59 3.39 3.96 0.075
H -2.19 2.49 4.53 0.088
H -3.53 2.85 5.64 0.078
H -5.85 2.19 3.70 0.074
H -5.74 1.67 5.39 0.077
H -5.97 0.48 4.09 0.086
H -2.41 0.04 5.16 0.084
H -3.96 -0.78 4.99 0.082
H -3.76 0.47 6.21 0.079
Br 0.30 4.47 -6.14 0.649
C 0.05 3.11 -4.82 -0.706
C -1.11 2.35 -4.84 -0.150
C -1.28 1.38 -3.86 -0.131
C -0.32 1.11 -2.88 -0.175
C 0.83 1.90 -2.92 -0.119
C 1.02 2.90 -3.86 -0.143
H -1.87 2.54 -5.59 0.090
H -2.22 0.83 -3.86 0.083
H 1.61 1.73 -2.19 0.076
H 1.92 3.51 -3.86 0.091

***

78
Properties=species:S:1:pos:R:3:lowdin_charge:R:1 method="wB97M-V/def2-TZVPD" homo_energy_ev="-6.7 / -6.8" e_lumo_ev="-1.119 / -1.096" gap_ha="0.2069 / 0.2083"
Cd -0.28 -0.28 -0.45 1.471
C 0.36 -5.33 -2.54 -0.030
C -0.75 -5.46 -1.80 -0.074
C -1.14 -4.49 -0.79 -0.025
C -0.34 -3.46 -0.46 -0.259
C 0.97 -3.27 -1.15 -0.085
C 1.28 -4.18 -2.33 -0.221
N -0.67 -2.40 0.36 0.026
C -1.34 -2.44 1.48 -0.255
C -1.58 -3.64 2.24 -0.022
C -2.23 -3.59 3.43 -0.066
C -2.72 -2.37 3.97 -0.089
C -2.50 -1.21 3.31 -0.027
C -1.81 -1.19 2.06 -0.239
N -1.63 -0.07 1.36 -0.052
N -2.04 1.05 1.84 0.017
C -2.14 2.06 0.93 -0.386
C -2.25 3.38 1.43 -0.033
C -2.40 4.42 0.54 -0.076
C -2.44 4.14 -0.82 -0.067
C -2.30 2.82 -1.22 -0.167
N -2.14 1.80 -0.39 0.085
H 0.63 -6.06 -3.29 0.103
H -1.40 -6.30 -1.96 0.101
H -2.12 -4.58 -0.35 0.110
H 1.77 -3.15 -0.41 0.144
H 2.33 -4.51 -2.36 0.152
H -1.18 -4.57 1.86 0.107
H -2.39 -4.51 3.98 0.106
H -3.24 -2.37 4.92 0.098
H -2.84 -0.26 3.70 0.099
H -2.24 3.52 2.50 0.106
H -2.50 5.43 0.90 0.106
H -2.58 4.93 -1.55 0.100
H -2.34 2.57 -2.28 0.084
O 3.09 -2.33 -4.78 0.126
C 3.74 -1.34 -4.20 -0.508
O 4.68 -0.79 -4.74 0.087
C 3.27 -0.88 -2.87 -0.041
C 3.95 0.07 -2.14 -0.007
N 3.24 0.29 -1.03 0.019
N 2.14 -0.46 -0.97 0.028
C 2.14 -1.19 -2.07 -0.147
C 0.92 -2.09 -2.21 -0.556
O 1.10 -3.09 -3.29 -0.035
O -0.17 -1.36 -2.32 -0.191
H 2.28 -2.61 -4.27 0.072
H 4.87 0.58 -2.37 0.136
H 3.47 0.90 -0.26 0.146
C 2.23 3.90 3.04 -0.004
C 2.47 2.46 3.29 -0.351
N 3.19 1.97 4.23 0.113
N 3.09 0.62 4.07 0.011
C 2.30 0.23 3.04 -0.849
S 1.87 -1.29 2.59 0.607
N 1.92 1.46 2.51 -0.099
N 1.04 1.62 1.45 0.103
H 2.81 4.49 3.74 0.086
H 1.17 4.14 3.16 0.083
H 2.52 4.17 2.02 0.078
H 3.53 -0.01 4.72 0.144
H 0.15 1.96 1.79 0.067
H 1.41 2.25 0.75 0.076
C 1.85 4.00 -2.51 -0.034
N 0.88 3.23 -3.29 -0.133
C 0.66 3.58 -4.68 -0.041
C 0.28 2.18 -2.69 -0.496
C -0.78 1.44 -3.46 -0.017
O 0.60 1.87 -1.53 -0.082
H 1.94 4.99 -2.94 0.087
H 2.83 3.51 -2.51 0.092
H 1.50 4.08 -1.49 0.078
H 1.42 4.29 -4.99 0.088
H -0.32 4.06 -4.82 0.093
H 0.72 2.71 -5.33 0.097
H -1.24 2.04 -4.24 0.080
H -1.54 1.10 -2.76 0.053
H -0.35 0.54 -3.89 0.095

***

78
Properties=species:S:1:pos:R:3:lowdin_charge:R:1 method="wB97M-V/def2-TZVPD" total_charge=-1 s_squared=0.7801 homo_energy_ev="-3.5 / -3.5" e_lumo_ev="2.304 / 2.304" multiplicity=2 gap_ha="0.2124 / 0.2145"
Ru -0.31 1.19 0.33 0.728
N 1.67 -2.05 -1.93 0.052
C 0.77 -1.05 -1.45 -0.924
S 1.75 0.29 -0.63 0.534
N -0.12 -1.73 -0.57 0.016
N -0.83 -0.98 0.18 -0.086
C -1.84 -1.44 0.91 -0.230
C -2.38 -2.81 0.74 -0.164
C -2.78 -3.58 1.83 -0.057
C -3.34 -4.84 1.64 -0.105
C -3.49 -5.36 0.36 -0.117
C -3.07 -4.61 -0.73 -0.091
C -2.51 -3.36 -0.54 -0.033
C -2.47 -0.49 1.79 -0.283
C -3.77 -0.67 2.32 -0.032
C -4.33 0.30 3.11 -0.075
C -3.60 1.46 3.39 -0.082
C -2.35 1.58 2.83 -0.160
N -1.80 0.65 2.06 -0.019
H 2.32 -1.72 -2.62 -0.036
H 1.17 -2.87 -2.24 0.064
H -2.65 -3.20 2.83 0.113
H -3.67 -5.42 2.49 0.093
H -3.93 -6.34 0.22 0.089
H -3.18 -5.01 -1.73 0.094
H -2.19 -2.78 -1.40 0.072
H -4.32 -1.56 2.06 0.106
H -5.33 0.17 3.51 0.100
H -4.00 2.23 4.03 0.092
H -1.74 2.46 3.01 0.102
C -4.73 3.15 -0.23 -0.149
C -3.23 2.93 -0.20 -0.806
S -2.74 1.33 -0.66 0.677
C -2.37 3.91 0.13 -0.833
C -2.81 5.30 0.51 -0.155
S -0.64 3.71 0.15 0.530
H -5.22 2.24 -0.58 0.044
H -5.00 3.96 -0.92 0.068
H -5.11 3.39 0.76 0.071
H -3.89 5.43 0.42 0.054
H -2.32 6.04 -0.12 0.060
H -2.52 5.51 1.55 0.063
O -0.06 -0.35 -2.47 -0.166
C 0.29 -0.26 -3.86 -0.459
C 0.31 -1.63 -4.52 -0.516
C 1.10 -2.12 -5.52 -0.140
C 0.74 -3.44 -5.91 -0.185
C -0.32 -3.92 -5.21 -0.404
S -0.90 -2.78 -4.07 1.059
C -0.85 0.55 -4.47 -0.460
C -1.30 1.76 -4.03 -0.144
C -2.40 2.24 -4.78 -0.174
C -2.76 1.41 -5.79 -0.418
S -1.77 0.00 -5.83 1.041
C 1.58 0.52 -4.16 -0.408
C 1.69 1.73 -4.78 -0.108
C 3.03 2.15 -5.01 -0.184
C 3.93 1.24 -4.56 -0.404
S 3.16 -0.11 -3.86 1.045
H 1.90 -1.56 -5.97 0.101
H 1.27 -3.99 -6.67 0.096
H -0.79 -4.89 -5.28 0.060
H -0.85 2.27 -3.19 0.114
H -2.92 3.16 -4.55 0.102
H -3.55 1.52 -6.51 0.054
H 0.84 2.32 -5.09 0.108
H 3.29 3.09 -5.47 0.096
H 5.01 1.28 -4.61 0.059
N 2.39 3.81 0.14 0.150
C 2.85 4.00 1.38 -0.511
N 3.68 5.07 1.60 0.143
N 2.58 3.23 2.40 0.120
C 1.70 2.27 2.31 -0.365
N 0.92 1.41 2.29 0.067
H 2.42 4.55 -0.54 0.106
H 1.66 3.11 0.00 -0.053
H 4.21 5.41 0.82 0.096
H 4.16 5.03 2.48 0.098